# 1
This record from the Open Molecules 2025 dataset describes a structure of composition C26H21BCl2F2NORe. The level of theory is ωB97M-V/def2-TZVPD.

Geometry as ORCA input:
```
! wB97M-V def2-TZVPD RIJCOSX def2/J DEFGRID3
* xyz 1 2
Re 0.113 0.575 0.131
Cl -1.591 3.661 -3.372
Cl 2.908 2.312 -5.978
F 0.297 -2.461 0.075
F -1.108 -1.638 -1.482
O -0.478 1.744 -1.248
N 1.682 0.443 -1.338
C 2.538 0.077 2.136
C 1.622 0.320 1.363
C 3.723 -0.233 -2.373
C 1.892 2.161 -4.594
C 4.363 -0.786 5.246
C 3.327 -0.506 4.374
C -2.774 0.568 0.334
C -2.531 -2.929 1.817
C 0.718 2.861 -4.534
C 1.434 1.214 -2.434
C 5.676 -0.761 4.795
C 4.927 -0.179 2.589
C 2.799 -0.264 -1.318
C -1.895 1.285 1.170
C -3.508 1.260 -0.771
C 5.957 -0.456 3.469
C 3.485 0.543 -3.479
C 2.300 1.303 -3.533
C -1.346 -0.762 2.315
C -0.134 2.760 -3.411
C -2.308 -1.470 1.570
C -1.208 0.632 2.220
C 3.603 -0.203 3.036
C -3.014 -0.786 0.597
C 0.226 1.939 -2.372
C -0.525 1.409 3.309
B -0.261 -1.393 -0.486
H -3.729 -1.318 -0.019
H -3.284 -3.067 2.595
H -1.833 2.365 1.092
H 5.140 0.063 1.557
H -4.565 1.342 -0.510
H 6.485 -0.979 5.479
H -1.240 1.580 4.115
H -3.441 0.688 -1.696
H 0.324 0.861 3.712
H 4.183 0.576 -4.303
H 0.426 3.507 -5.349
H 2.966 -0.881 -0.447
H -0.177 2.379 2.959
H 2.303 -0.522 4.718
H 4.615 -0.837 -2.295
H 4.149 -1.022 6.279
H -2.884 -3.431 0.919
H 6.981 -0.434 3.125
H -0.762 -1.287 3.062
H -3.115 2.258 -0.950
H -1.615 -3.414 2.150
*
```

E, eV: -64123.19245



# 2
This record from the Open Molecules 2025 dataset describes a structure of composition C26H21BF7LiN5O5S2Sb. The level of theory is ωB97M-V/def2-TZVPD.

Geometry as ORCA input:
```
! wB97M-V def2-TZVPD RIJCOSX def2/J DEFGRID3
* xyz -1 2
Sb -0.410 4.542 0.304
S -0.710 1.624 4.611
S -0.553 -3.460 0.755
F 7.133 1.540 2.707
F -2.102 4.517 -0.523
F 1.282 4.566 1.148
F 0.402 4.837 -1.365
F -0.313 2.634 0.010
F -0.568 6.387 0.643
F -1.213 4.109 1.968
O 0.544 -0.216 -0.779
O -2.832 0.230 -1.014
O -2.971 0.912 1.177
O 1.051 -2.017 -1.962
O 2.604 1.015 0.687
N 0.054 0.602 2.387
N 4.946 -2.000 -0.949
N -1.717 -1.180 0.719
N 1.416 2.370 3.078
N -1.282 -2.176 -1.428
C -1.279 -2.158 -0.137
C 0.339 1.567 3.220
C -4.453 2.857 0.772
C -3.632 1.360 -0.934
C 3.319 0.066 0.181
C -4.282 2.020 -1.947
C -3.713 1.767 0.385
C 1.393 -1.028 -1.173
C -0.982 -0.167 2.869
C 5.172 -3.812 -2.646
C -5.045 3.124 -1.569
C -1.236 -1.358 2.038
C 6.850 -1.219 0.357
C 5.273 0.826 1.461
C 2.798 -0.944 -0.741
C 6.591 0.670 1.808
C -0.653 -2.543 2.232
C 7.742 -2.273 -0.243
C -5.128 3.531 -0.242
C 3.625 -1.907 -1.229
C 7.406 -0.313 1.293
C 5.712 -3.178 -1.372
C 4.690 -0.073 0.528
C -1.536 0.218 4.035
C 5.526 -1.104 -0.010
C 7.171 -2.778 -1.554
B -2.449 0.001 0.291
Li 0.803 1.110 0.439
H 4.675 1.623 1.876
H 5.670 -3.924 -0.563
H -4.472 3.185 1.801
H 7.221 -1.996 -2.318
H 7.733 -3.640 -1.921
H -1.700 -1.339 -1.820
H -2.380 -0.206 4.550
H -4.195 1.704 -2.977
H 1.314 3.349 3.293
H 5.875 -4.578 -2.976
H 4.205 -4.293 -2.509
H -5.566 3.689 -2.330
H -0.041 -2.230 -1.783
H 5.079 -3.066 -3.438
H -0.124 -2.842 3.120
H 3.216 -2.643 -1.898
H -5.707 4.410 0.006
H 7.865 -3.113 0.451
H 8.741 -1.856 -0.400
H 2.001 2.154 2.273
H 8.445 -0.380 1.587
*
```

E, eV: -93116.55178



# 3
This record from the Open Molecules 2025 dataset describes a structure of composition C26H21Cl2HfN4O2P. The level of theory is ωB97M-V/def2-TZVPD.

Geometry as ORCA input:
```
! wB97M-V def2-TZVPD RIJCOSX def2/J DEFGRID3
* xyz 2 1
Hf -6.093 -14.434 7.222
Cl -2.270 -10.770 2.811
Cl -4.968 -9.007 3.030
P -6.652 -15.259 4.779
O -8.401 -11.300 5.822
O -2.523 -14.849 5.312
N -4.578 -15.752 8.051
N -4.386 -13.823 6.239
N -7.972 -13.819 8.288
N -6.497 -12.541 6.431
C -5.576 -11.950 5.547
C -3.493 -15.797 7.262
C -8.461 -15.113 4.861
C -10.522 -16.094 5.516
C -11.197 -14.990 5.008
C -10.446 -12.827 8.966
C -9.998 -14.034 9.482
C -3.372 -14.749 6.172
C -3.443 -12.369 4.514
C -4.411 -12.704 5.428
C -2.659 -17.671 8.368
C -9.677 -12.175 8.022
C -7.786 -12.055 6.542
C -4.720 -16.670 9.022
C -6.281 -16.899 4.173
C -6.073 -14.357 3.305
C -4.667 -10.406 3.983
C -5.708 -10.796 4.809
C -2.510 -16.719 7.354
C -8.732 -14.458 9.190
C -8.476 -12.737 7.685
C -3.573 -11.191 3.771
C -3.785 -17.680 9.155
C -9.146 -16.162 5.472
C -9.093 -13.962 4.391
C -10.470 -13.920 4.476
H -5.186 -16.880 3.912
H -10.562 -14.676 10.166
H -6.561 -10.153 4.914
H -12.300 -14.955 4.942
H -11.398 -12.413 9.204
H -6.583 -14.751 2.446
H -11.032 -13.057 4.001
H -4.006 -18.450 9.887
H -8.367 -15.407 9.602
H -6.844 -17.112 3.269
H -5.538 -16.619 9.741
H -8.533 -13.168 3.915
H -6.491 -17.655 4.932
H -1.725 -16.744 6.609
H -8.575 -17.025 5.870
H -11.099 -16.941 5.899
H -9.998 -11.342 7.412
H -1.952 -18.457 8.455
H -2.515 -12.941 4.388
H -4.988 -14.442 3.172
H -6.241 -13.297 3.318
*
```

E, eV: -72987.18835



# 4
This record from the Open Molecules 2025 dataset describes a cluster of 2 separate species, C26H21Cl2NO2 in total. The level of theory is ωB97M-V/def2-TZVPD.

Geometry as ORCA input:
```
! wB97M-V def2-TZVPD RIJCOSX def2/J DEFGRID3
* xyz 0 1
Cl -6.971 1.653 2.830
Cl 5.780 2.173 1.545
O -0.333 -3.055 6.586
O 0.303 -4.457 4.931
N 7.658 -5.643 3.379
C 4.270 -5.391 4.289
C 2.017 -0.303 2.036
C -0.413 -0.493 2.605
C 2.995 -0.636 1.063
C 0.628 -3.630 5.797
C 1.941 -3.126 6.130
C 3.119 -3.719 5.679
C -4.139 -1.142 2.606
C -2.928 -0.405 2.575
C 2.246 0.852 2.837
C -3.027 1.016 2.670
C 4.419 -3.210 6.054
C -2.674 -2.743 6.988
C -4.273 1.646 2.751
C -1.649 -3.372 6.077
C 4.352 1.255 1.709
C 6.693 -5.266 3.917
C 0.787 -1.043 2.154
C 5.510 -4.786 4.571
C -5.449 0.878 2.739
C 3.398 1.622 2.670
C -1.671 -1.092 2.499
C 5.570 -3.712 5.479
C 4.138 0.129 0.887
C 3.109 -4.891 4.839
C -5.378 -0.529 2.682
H -1.727 -2.961 5.060
H 6.544 -3.270 5.699
H 4.225 -6.245 3.608
H -0.378 0.524 3.022
H 4.475 -2.405 6.797
H 1.500 1.147 3.566
H 1.981 -2.410 6.933
H -2.724 -3.263 7.952
H -3.671 -2.824 6.544
H 2.811 -1.485 0.396
H -1.695 -2.162 2.278
H -1.787 -4.463 6.041
H -4.087 -2.235 2.600
H -2.121 1.611 2.701
H 3.573 2.492 3.305
H -4.345 2.734 2.832
H -2.481 -1.677 7.173
H 0.749 -2.042 1.704
H -6.306 -1.106 2.710
H 2.143 -5.355 4.630
H 4.895 -0.134 0.145
*
```

E, eV: -57928.81977



# 5
This record from the Open Molecules 2025 dataset describes a structure of composition C26H21ClF6N10O9RuSb. The level of theory is ωB97M-V/def2-TZVPD.

Geometry as ORCA input:
```
! wB97M-V def2-TZVPD RIJCOSX def2/J DEFGRID3
* xyz 2 6
Sb 0.036 4.055 -0.490
Ru -1.347 -0.178 -1.568
Cl 1.651 1.295 -1.293
F -1.471 3.015 0.037
F 1.644 4.757 -1.087
F 0.927 3.170 0.942
F -0.476 5.461 0.612
F -0.868 4.530 -2.036
F -2.673 1.070 -1.765
O -3.840 -1.024 -6.929
O 2.701 0.615 2.721
O 0.509 2.255 -1.616
O 2.752 1.971 -0.748
O 1.057 0.383 -0.314
O -1.619 0.001 -5.520
O 1.911 0.600 -2.493
O -5.566 -2.233 -6.209
O -0.919 -0.112 -3.391
N -2.970 -1.596 -2.611
N 1.449 -3.130 -0.607
N 1.754 -3.003 -1.920
N -1.778 -0.145 0.472
N 4.821 1.209 2.909
N -2.104 1.044 2.246
N -0.037 -1.793 -1.411
N 4.100 2.186 3.408
N -3.184 0.222 2.161
N -4.705 -2.374 -3.669
C -3.993 -1.688 -4.607
C 3.216 -1.781 1.388
C 2.808 1.829 3.303
C 0.395 1.947 3.453
C -2.977 -0.458 1.078
C 3.483 -2.982 0.772
C 0.593 4.626 4.211
C -1.271 0.822 1.252
C -4.081 -2.304 -2.477
C 0.384 -2.412 -0.307
C 1.653 2.553 3.650
C -4.594 -2.960 -1.248
C 0.855 -2.186 -2.380
C 4.270 -0.974 1.843
C 4.814 -3.379 0.616
C -2.911 -1.204 -3.933
C -4.532 -1.661 -6.009
C 2.360 -3.866 0.270
C -2.119 2.169 3.188
C -1.797 -0.384 -4.405
C -0.636 4.041 3.931
C 5.605 -1.374 1.675
C 3.974 0.262 2.479
C -0.748 2.692 3.546
C 1.754 3.898 4.055
C 5.865 -2.585 1.066
H 2.728 4.345 4.198
H -0.055 -2.332 0.673
H -3.023 -0.611 -6.587
H 0.638 5.665 4.504
H 0.369 0.903 3.178
H 6.884 -2.916 0.929
H -5.338 -2.332 -0.755
H 6.405 -0.736 2.027
H 5.036 -4.320 0.127
H 1.778 -4.292 1.086
H -1.532 4.648 3.994
H -3.660 -1.201 0.707
H -5.073 -3.907 -1.490
H -3.775 -3.165 -0.562
H 2.199 -1.431 1.517
H 2.756 -4.682 -0.331
H -2.683 1.839 4.060
H -0.354 1.357 1.080
H -5.569 -2.853 -3.902
H -2.681 2.968 2.703
H 0.826 -1.839 -3.398
*
```

E, eV: -98556.79193



# 6
This record from the Open Molecules 2025 dataset describes a structure of composition C26H21HfI2N4O6. The level of theory is ωB97M-V/def2-TZVPD.

Geometry as ORCA input:
```
! wB97M-V def2-TZVPD RIJCOSX def2/J DEFGRID3
* xyz 1 1
Hf -0.139 0.118 0.112
I -2.864 -4.309 0.244
I -2.306 -3.534 6.099
O 3.686 0.375 -1.181
O 0.722 0.606 -6.940
O -1.192 -1.537 0.272
O -1.814 6.334 -0.373
O 2.865 0.753 -6.194
O 1.809 0.332 0.096
N 0.241 0.132 -2.042
N -0.266 -0.073 2.339
N -1.470 1.842 -0.020
N -0.372 5.646 -1.992
C -1.925 -2.846 4.186
C 1.158 0.323 -4.662
C -1.328 5.457 -1.066
C 0.080 4.655 -2.977
C -0.979 -1.223 2.631
C -3.199 3.765 -0.950
C 2.062 0.309 -3.592
C 2.508 0.310 -1.129
C -2.774 1.550 -0.192
C -3.668 2.495 -0.655
C 0.173 7.009 -2.107
C -2.382 -3.565 3.123
C -1.012 3.071 -0.334
C 1.583 0.227 -2.316
C -1.467 -1.997 1.538
C 1.513 4.192 -2.780
C -0.630 -0.842 4.973
C -0.199 0.169 -4.384
C 1.173 7.330 -1.011
C -0.618 0.071 -3.081
C 0.096 0.282 4.670
C -2.149 -3.148 1.781
C 1.638 0.574 -6.099
C -1.845 4.055 -0.819
C 0.259 0.630 3.332
C -1.189 -1.639 3.957
H -0.024 5.117 -3.961
H 0.836 1.505 3.056
H 1.577 8.331 -1.158
H -1.666 -0.040 -2.822
H -4.710 2.235 -0.772
H -0.879 0.161 -5.225
H -3.095 0.543 0.057
H -0.770 -1.135 6.006
H 1.679 3.767 -1.787
H -0.610 3.813 -2.976
H 0.631 7.078 -3.093
H 2.008 6.628 -1.016
H 3.118 0.410 -3.811
H -2.932 -4.482 3.283
H 1.765 3.438 -3.528
H 0.693 7.303 -0.034
H 0.045 3.262 -0.182
H -3.871 4.543 -1.292
H 2.219 5.013 -2.896
H 0.544 0.891 5.440
H -0.664 7.706 -2.077
*
```

E, eV: -63053.91505



# 7
This record from the Open Molecules 2025 dataset describes an isolated molecule of C26H21N3O5. The level of theory is ωB97M-V/def2-TZVPD.

Geometry as ORCA input:
```
! wB97M-V def2-TZVPD RIJCOSX def2/J DEFGRID3
* xyz 0 1
O -1.805 0.755 -4.744
O 4.037 2.350 3.081
O 1.860 0.515 2.698
O -0.741 0.942 1.033
O 0.508 -0.695 0.165
N 0.085 1.499 -1.918
N -2.115 -2.704 -1.041
N -0.553 1.591 -3.093
C 1.497 1.446 0.616
C -1.356 0.617 -3.625
C -1.312 -4.251 -2.636
C 0.390 0.435 0.547
C -1.613 -0.550 -2.739
C -2.976 -2.047 2.987
C -2.397 -1.481 -0.668
C -0.779 -4.520 -3.865
C 0.965 2.375 -1.635
C 3.551 3.262 0.887
C 5.112 3.247 3.225
C -2.928 -1.310 0.694
C -3.865 -1.030 3.300
C -4.294 -0.161 2.311
C 2.707 0.107 3.752
C 2.261 1.434 1.782
C -2.165 -0.360 -1.500
C 2.779 3.268 -0.256
C -3.829 -0.295 1.015
C -1.321 -1.868 -3.176
C -2.514 -2.191 1.694
C -0.508 -3.480 -4.768
C -0.769 -2.179 -4.432
C 3.313 2.365 1.923
C 1.735 2.360 -0.415
C -1.596 -2.922 -2.259
H 5.540 3.028 4.203
H -2.646 -2.730 3.756
H 2.992 3.984 -1.034
H -1.822 -2.975 1.429
H 2.815 0.885 4.510
H 1.198 3.186 -2.338
H -4.188 0.374 0.247
H -0.340 2.376 -3.718
H 2.212 -0.761 4.188
H 4.775 4.288 3.204
H -1.444 0.264 1.045
H -2.395 0.636 -1.156
H -0.571 -1.381 -5.132
H -4.999 0.622 2.549
H -0.090 -3.714 -5.736
H -4.228 -0.919 4.311
H 4.349 3.983 0.974
H 3.693 -0.185 3.385
H -0.561 -5.539 -4.154
H -1.528 -5.034 -1.926
H 5.873 3.091 2.455
*
```

Structure (SMILES): COc1ccc(/C=N/NC(=O)c2cc(-c3ccccc3)nc3ccccc23)c(C(=O)O)c1OC
E, eV: -42010.15148



# 8
This record from the Open Molecules 2025 dataset describes a structure of composition C26H21N5O4RuS2. The level of theory is ωB97M-V/def2-TZVPD.

Geometry as ORCA input:
```
! wB97M-V def2-TZVPD RIJCOSX def2/J DEFGRID3
* xyz -1 2
Ru 1.342 -0.518 -0.158
S 3.672 -0.161 0.065
S 1.899 -2.871 -0.139
O 0.616 -1.144 4.209
O 1.333 -1.517 2.093
O 1.380 3.849 -0.629
O 1.487 1.678 -1.109
N 1.017 0.995 1.454
N 6.920 -1.839 0.635
N 4.678 -5.218 0.326
N 1.442 -1.074 -2.092
N -0.718 -0.379 -0.785
C 3.612 -2.859 0.171
C 0.931 -0.826 3.058
C 1.075 2.297 1.150
C 0.860 0.661 2.728
C -2.649 -3.031 0.672
C -3.805 1.186 1.599
C 1.332 2.557 -0.298
C -0.891 -0.688 -2.028
C -1.754 -1.993 1.358
C -2.929 2.293 -2.612
C 4.358 -1.748 0.268
C 0.780 2.957 3.409
C -2.339 1.398 -0.316
C -2.248 -0.594 1.089
C -1.787 0.149 -0.009
C 0.715 1.624 3.730
C 0.974 3.309 2.072
C 2.389 -1.473 -2.944
C -3.347 1.901 0.507
C 1.829 -1.709 -4.206
C -3.254 -0.057 1.880
C 4.218 -4.164 0.271
C 0.459 -1.453 -4.100
C 5.779 -1.816 0.487
C -1.889 2.238 -1.491
C 0.244 -1.066 -2.776
H -0.737 -2.114 0.995
H -0.948 1.861 -1.891
H 2.369 -2.036 -5.080
H -1.704 3.256 -1.135
H -3.768 2.876 0.282
H -3.119 1.298 -3.017
H 0.705 3.719 4.174
H 1.058 4.336 1.749
H -3.608 -0.630 2.729
H -1.881 -0.640 -2.481
H 0.574 1.264 4.740
H -4.590 1.591 2.225
H -2.585 2.927 -3.431
H -3.878 2.689 -2.247
H 1.600 3.877 -1.574
H -0.291 -1.536 -4.871
H -2.579 -2.940 -0.415
H -3.696 -2.902 0.956
H -1.729 -2.170 2.435
H -2.340 -4.041 0.946
H 3.415 -1.581 -2.630
*
```

E, eV: -67199.50091